Formula: C22H17F6GeMgN2O8S3
Source: OMol25
Level of theory: wB97M-V/def2-TZVPD

Summary:
HOMO level: -0.235 Ha
Energy above the lowest of the compared OMol25 structures with the same formula, charge and spin: 0.000 eV
Total charge: -1
Orbital gap: 8.8 eV
Strongest force on any atom: 0.6 eV/Å

Last column: natural (NBO) charge in e.
Cartesian coordinates (Å):
Ge (-1.692, -1.388, 0.147)  1.333
S (2.557, 4.155, -1.013)  2.281
S (0.162, 2.116, 2.697)  2.556
S (3.275, 1.445, -1.317)  2.269
Mg (0.677, 1.934, 0.218)  1.814
F (1.533, 5.998, -2.533)  -0.305
F (1.573, 4.039, -3.447)  -0.314
F (4.895, 1.260, -3.357)  -0.304
F (3.442, -0.340, -3.194)  -0.308
F (2.834, 1.608, -3.912)  -0.309
F (3.399, 5.186, -3.274)  -0.307
O (3.173, 5.192, -0.268)  -0.872
O (1.839, 1.125, -1.198)  -1.065
O (1.507, 1.953, 1.975)  -1.190
O (-0.790, 2.046, 1.482)  -1.225
O (4.183, 0.674, -0.544)  -0.873
O (-0.106, 0.974, 3.553)  -1.027
O (0.069, 3.400, 3.340)  -0.989
O (1.224, 3.705, -0.627)  -1.035
N (3.244, -7.203, 1.966)  -0.347
N (3.562, 2.976, -1.287)  -1.226
C (-0.047, -1.220, 1.230)  -0.864
C (-0.687, -0.575, -2.448)  -0.205
C (-5.553, -0.516, 2.731)  -0.215
C (-4.479, -1.698, 0.937)  -0.155
C (1.022, -4.573, 2.600)  -0.151
C (1.704, -2.871, 0.521)  -0.255
C (2.250, 4.887, -2.675)  0.723
C (0.368, -3.366, 2.451)  -0.237
C (-5.610, -1.445, 1.701)  -0.234
C (-1.728, 1.218, -1.249)  -0.211
C (2.366, -4.076, 0.660)  -0.138
C (-0.652, 1.648, -3.361)  -0.210
C (-4.368, 0.154, 2.997)  -0.209
C (2.023, -4.938, 1.701)  -0.219
C (-3.234, -0.098, 2.235)  -0.193
C (-0.336, 0.302, -3.466)  -0.209
C (3.632, 0.971, -3.060)  0.728
C (2.702, -6.195, 1.851)  0.298
C (-3.284, -1.026, 1.193)  -0.461
C (-1.387, -0.134, -1.325)  -0.449
C (-1.340, 2.108, -2.246)  -0.243
C (0.692, -2.498, 1.407)  0.132
H (0.205, -0.063, -4.331)  0.212
H (0.768, -5.238, 3.415)  0.221
H (-1.607, 3.155, -2.163)  0.223
H (-0.417, -1.622, -2.540)  0.211
H (-0.267, -0.715, 2.173)  0.308
H (-4.316, 0.874, 3.804)  0.219
H (-6.533, -1.973, 1.494)  0.202
H (-2.313, 0.429, 2.454)  0.264
H (-0.363, 2.338, -4.141)  0.216
H (-1.791, -2.787, -0.496)  -0.160
H (1.986, -2.193, -0.277)  0.220
H (3.155, -4.352, -0.027)  0.221
H (-0.401, -3.078, 3.158)  0.223
H (0.539, -0.526, 0.620)  0.199
H (-2.295, 1.588, -0.403)  0.241
H (-4.532, -2.430, 0.138)  0.196
H (-6.434, -0.319, 3.330)  0.205

---

Formula: C3H5NO2
Source: OMol25
Level of theory: wB97M-V/def2-TZVPD

Summary:
HOMO level: -0.323 Ha
Energy above the lowest of the compared OMol25 structures with the same formula, charge and spin: 3.141 eV
SMILES: N/C=C\C(=O)O
Total charge: 0
Orbital gap: 9.2 eV
Strongest force on any atom: 7.2 eV/Å

Last column: natural (NBO) charge in e.
Cartesian coordinates (Å):
O (0.350, 1.008, -2.622)  -0.603
O (-0.652, 1.214, -0.553)  -0.792
N (-0.196, -0.027, 1.627)  -0.731
C (0.138, -0.836, 0.628)  0.143
C (0.218, -0.886, -0.825)  -0.502
C (-0.019, 0.363, -1.591)  0.757
H (0.757, -1.873, -1.066)  0.241
H (-0.486, 2.226, -0.856)  0.497
H (-0.149, -0.241, 2.769)  0.398
H (-0.383, 0.873, 1.645)  0.398
H (0.423, -1.820, 0.843)  0.194

---

Formula: C3H5N2PS
Source: OMol25
Level of theory: wB97M-V/def2-TZVPD

Summary:
HOMO level (spin up / spin down): -0.270 / -0.326 Ha
Energy above the lowest of the compared OMol25 structures with the same formula, charge and spin: 3.488 eV
Total charge: 0
Orbital gap (spin up / spin down): 6.9 / 8.7 eV
Strongest force on any atom: 5.0 eV/Å

Last column: natural (NBO) charge in e.
Cartesian coordinates (Å):
S (-0.578, -3.212, -0.549)  0.083
P (-0.073, 0.788, -1.261)  0.721
N (0.507, -0.908, -1.380)  -0.882
N (-0.952, -0.448, 1.524)  -0.251
C (0.423, 1.309, 0.434)  -0.783
C (-0.237, -1.693, -0.646)  0.039
C (-0.314, 0.583, 1.587)  -0.021
H (1.011, -1.224, -2.112)  0.395
H (-1.454, 0.180, -1.108)  -0.001
H (-0.100, 1.142, 2.620)  0.191
H (1.456, 1.076, 0.480)  0.256
H (0.309, 2.406, 0.410)  0.253

---

Formula: C30H38F4MoN3O5Sb2
Source: OMol25
Level of theory: wB97M-V/def2-TZVPD

Summary:
HOMO level (spin up / spin down): -0.547 / -0.548 Ha
Energy above the lowest of the compared OMol25 structures with the same formula, charge and spin: 0.000 eV
Total charge: +3
Orbital gap (spin up / spin down): 5.0 / 5.7 eV
Multiplicity: 3
Expectation value of S²: 2.0424
Strongest force on any atom: 4.0 eV/Å

Last column: Löwdin spin population.
Cartesian coordinates (Å):
Sb (-2.397, -0.991, 2.689)  -0.044
Sb (-3.412, 2.120, 1.268)  -0.006
Mo (-0.922, 1.357, 2.486)  1.900
F (1.140, 0.039, -3.875)  0.000
F (-2.312, 6.058, 4.910)  0.000
F (-0.334, 5.207, 4.550)  0.000
F (-1.485, 4.663, 6.334)  0.000
O (2.870, 0.740, 4.271)  0.022
O (0.723, 0.974, 3.735)  0.069
O (0.191, 0.799, 1.010)  0.046
O (-1.387, 2.707, 4.004)  0.012
O (-3.144, 4.015, 3.367)  -0.010
N (3.674, -0.873, -4.150)  0.000
N (4.303, 0.337, 0.518)  -0.003
N (5.003, -2.430, -6.265)  0.000
C (-1.001, -2.559, 3.458)  -0.005
C (-7.359, -1.320, 0.451)  -0.002
C (2.902, -1.750, -5.052)  0.000
C (3.725, -2.928, -5.609)  0.000
C (2.054, 0.285, -0.383)  -0.002
C (6.306, -1.134, 0.650)  0.000
C (3.829, 0.734, 1.725)  0.001
C (-6.523, -0.230, 0.255)  0.000
C (1.998, 0.750, 3.395)  0.007
C (-5.420, -2.684, 0.834)  -0.002
C (-4.260, 0.721, -0.267)  0.007
C (-4.534, -1.593, 0.574)  0.002
C (2.444, 0.648, 2.003)  -0.001
C (-3.005, 3.521, -0.460)  0.017
C (1.523, 0.598, 0.896)  0.011
C (4.007, -0.397, -1.747)  -0.001
C (-5.119, -0.346, 0.242)  0.001
C (-6.799, -2.568, 0.753)  0.002
C (3.470, 0.012, -0.542)  0.000
C (3.178, -0.488, -2.911)  0.000
C (-5.380, 2.888, 1.910)  -0.009
C (4.862, -0.359, -4.838)  0.000
C (1.218, 0.121, -1.518)  0.001
C (5.760, -1.503, -5.345)  0.000
C (-2.154, 3.761, 4.048)  0.006
C (5.803, 0.279, 0.506)  0.000
C (-4.201, -0.990, 3.961)  -0.011
C (-1.619, 4.922, 4.997)  -0.001
C (1.818, -0.182, -2.719)  -0.001
C (-3.105, -1.785, 0.673)  -0.002
H (-3.933, 3.554, -1.043)  0.001
H (-2.226, 2.987, -0.998)  0.000
H (-2.641, 4.475, -0.113)  0.000
H (-5.095, -1.348, 3.460)  -0.001
H (-8.448, -1.201, 0.430)  0.000
H (-2.543, -1.226, -0.115)  0.000
H (-5.639, 2.441, 2.927)  0.000
H (7.213, -1.271, 0.029)  0.000
H (-6.920, 0.770, 0.013)  0.000
H (-6.177, 2.689, 1.189)  -0.001
H (-3.372, 0.401, -0.850)  0.000
H (5.523, 0.312, -4.277)  0.000
H (-4.896, -3.610, 1.161)  0.000
H (4.550, 0.304, -5.718)  0.000
H (2.490, -1.102, -5.851)  0.000
H (6.588, -1.449, 1.679)  0.000
H (0.114, 0.211, -1.539)  0.000
H (6.105, -2.075, -4.485)  0.000
H (5.551, -1.818, 0.255)  0.000
H (-0.805, -3.238, 2.611)  -0.001
H (4.737, -1.869, -7.093)  0.000
H (5.089, -0.644, -1.739)  0.000
H (4.555, 0.969, 2.516)  0.000
H (6.184, 0.911, 1.304)  0.000
H (5.634, -3.140, -6.575)  0.000
H (6.132, 0.797, -0.434)  0.000
H (-0.058, -2.166, 3.905)  0.000
H (3.129, -3.301, -6.411)  0.000
H (-4.241, 0.085, 4.191)  0.000
H (-4.042, -1.607, 4.858)  -0.001
H (6.612, -1.134, -5.910)  0.000
H (-7.457, -3.401, 1.077)  0.000
H (-2.854, -2.807, 0.809)  -0.001
H (1.976, -2.199, -4.587)  0.000
H (-5.286, 3.962, 2.097)  0.000
H (-1.586, -3.123, 4.171)  -0.001
H (-4.857, 1.398, -0.887)  0.000
H (3.966, -3.686, -4.852)  0.000